Here is C5H13N3 in the gas phase at a distorted geometry from OMol25. Energies are from ωB97M-V with the def2-TZVPD basis set.

For the orbital gap, the calculation gives 9.450 eV. The calculation puts the HOMO energy at -8.49 eV. Its structure (SMILES) is [H]/N=N/C(C)(C)N(C)C. The LUMO energy is 0.96 eV. For the total energy, the calculation gives -362.51245 Eh.

Each line ends with the natural charge from an NBO analysis.
Atoms and positions in Å:
N1 1.75213 -0.12673 0.48482  -0.11
N2 2.45523 -0.36572 -0.50998  -0.36
H1 0.51362 -1.33109 -1.61330  0.23
H2 -1.15388 -1.13913 1.76516  0.21
H3 -2.28956 0.54580 -0.08591  0.16
C1 0.05724 1.31267 -1.36027  -0.42
H4 1.07372 1.04334 -1.64706  0.22
H5 3.42266 -0.05790 -0.32336  0.32
C2 -1.55004 1.19747 0.40404  -0.40
H6 0.08004 -0.05682 2.45834  0.23
H7 -0.03953 2.39742 -1.41946  0.20
H8 -1.76786 2.22771 0.12470  0.20
C3 -0.10540 -0.85720 1.74823  -0.61
H9 -1.07810 -1.53634 -0.85463  0.21
C4 0.32805 -0.41914 0.34732  0.22
H10 0.30837 -2.48041 -0.29333  0.22
H11 -1.65967 1.11138 1.48136  0.20
N3 -0.19094 0.90740 0.00628  -0.44
C5 -0.00548 -1.51320 -0.67729  -0.66
H12 0.49083 -1.71838 2.04140  0.22
H13 -0.64143 0.85888 -2.07707  0.17